(1)
Density functional theory data (ωB97M-V/def2-TZVPD) for C57H154ClCuMnN14O21 as an isolated structure at a distorted geometry.

Last column: Mulliken charge in e.
Geometry (Å):
1 Cu -3.0329 -2.2385 -3.7624  1.11
2 Mn -4.1701 2.1285 -3.0205  0.44
3 C -3.7423 0.2102 -4.6805  0.61
4 O -4.0213 1.3602 -4.9744  -1.07
5 O -3.7442 0.0705 -3.5095  0.28
6 O -3.4116 -0.7453 -5.3376  -0.66
7 Cl -0.4710 0.0980 0.4020  1.39
8 O -1.1587 0.3921 1.6156  -0.55
9 O -0.2981 -1.2949 0.4046  -0.44
10 O -1.3673 0.5222 -0.6459  -1.49
11 O 0.7092 0.8285 0.2330  -0.37
12 C -1.8798 4.2570 -1.1187  -1.03
13 C -1.5902 3.8265 -2.5381  -0.03
14 C -0.0064 3.6125 -2.6229  -0.53
15 O 0.3389 3.2490 -3.9401  -0.49
16 C 1.6994 2.9671 -4.0999  -0.46
17 N -2.0851 2.4470 -2.7733  0.97
18 H -1.3342 3.7439 -0.3269  -0.17
19 H -2.9003 4.4017 -0.7643  0.45
20 H -1.5294 5.2852 -1.2086  0.29
21 H -1.9048 4.4600 -3.3674  0.64
22 H 0.3231 2.8653 -1.9009  -0.05
23 H 0.5854 4.4305 -2.2121  0.69
24 H 1.8730 2.1622 -3.3857  -0.03
25 H 2.2823 3.7614 -3.6337  0.36
26 H 2.0186 2.7589 -5.1211  0.38
27 H -1.6008 2.0707 -3.5758  0.29
28 H -1.6747 1.7844 -2.1310  -0.47
29 C -5.4171 3.0842 5.6148  -1.13
30 C -6.3502 2.0188 6.0562  0.68
31 C -5.5993 0.6497 6.4256  -0.91
32 O -5.0364 0.0563 5.2679  -0.36
33 C -3.5863 -0.2745 5.3274  -0.37
34 N -7.1336 2.5246 7.2194  -0.79
35 H -5.9926 3.7853 5.0103  0.39
36 H -4.6825 2.6267 4.9521  -0.11
37 H -4.8110 3.7321 6.2480  0.40
38 H -7.0564 1.8458 5.2441  0.24
39 H -6.3767 -0.0628 6.7012  0.46
40 H -4.9852 0.8085 7.3120  0.33
41 H -3.0859 0.6641 5.5655  0.07
42 H -3.3048 -0.7672 4.3967  0.16
43 H -3.3978 -0.9908 6.1270  0.45
44 H -7.7616 3.2668 6.9461  0.27
45 H -7.7910 1.7712 7.3623  0.27
46 C 4.2251 1.2861 0.8687  -1.27
47 C 5.1150 2.5465 0.5721  0.47
48 C 5.3673 3.3748 1.8093  -0.53
49 O 5.6762 4.7398 1.3210  -0.40
50 C 5.7923 5.7341 2.2995  -0.88
51 N 6.3128 2.0479 -0.0764  -0.55
52 H 4.7053 0.4898 1.4372  0.43
53 H 3.8554 0.7809 -0.0236  0.38
54 H 3.3716 1.6529 1.4389  0.07
55 H 4.5434 3.1942 -0.0926  0.33
56 H 6.1678 3.0238 2.4604  0.52
57 H 4.5180 3.4400 2.4894  -0.33
58 H 6.7052 5.6882 2.8933  0.34
59 H 4.9837 5.9397 3.0009  0.30
60 H 5.9653 6.6862 1.7978  0.34
61 H 6.8012 2.9118 -0.2641  0.33
62 H 6.9755 1.6459 0.5712  0.30
63 C -2.3348 3.4975 2.7082  -0.22
64 C -1.8773 4.2654 3.9996  0.13
65 C -1.1260 3.4045 5.1029  -0.19
66 O -0.6157 4.3687 5.9798  -0.46
67 C -0.3116 3.7421 7.2737  -0.74
68 N -0.9304 5.2800 3.5382  -0.57
69 H -3.1854 2.9170 3.0656  -0.52
70 H -1.5172 2.9181 2.2795  0.18
71 H -2.8783 4.0620 1.9506  0.50
72 H -2.7705 4.6392 4.5003  0.35
73 H -0.4507 2.6493 4.7008  0.25
74 H -1.9404 2.7928 5.4911  0.13
75 H 0.4191 4.3446 7.8133  0.27
76 H 0.0864 2.7308 7.1904  0.23
77 H -1.2702 3.6025 7.7734  0.34
78 H -0.0317 4.9065 3.8080  0.27
79 H -0.9594 5.1780 2.5337  0.03
80 C -7.2724 -3.2844 -3.1443  -1.03
81 C -5.9158 -2.7167 -3.1724  1.66
82 C -5.4163 -3.0404 -1.7554  -1.70
83 O -4.0951 -2.5801 -1.7201  1.63
84 C -3.4241 -2.8594 -0.4922  -1.18
85 N -4.9977 -3.1897 -4.1905  -0.41
86 H -7.7584 -3.1230 -2.1821  0.46
87 H -7.1601 -4.3585 -3.2919  0.01
88 H -7.7332 -2.9095 -4.0582  0.45
89 H -5.9401 -1.6294 -3.2459  -1.44
90 H -5.3772 -4.1284 -1.7027  0.31
91 H -6.0627 -2.6477 -0.9705  0.82
92 H -3.2893 -3.9402 -0.4502  0.76
93 H -4.0507 -2.4577 0.3041  0.52
94 H -2.3965 -2.4959 -0.4885  -0.84
95 H -5.5011 -2.9885 -5.0427  0.47
96 H -5.3294 -4.1435 -4.1758  0.04
97 C 0.4962 -6.6077 -0.8927  -1.80
98 C -0.5329 -5.6879 -0.3254  0.92
99 C -0.5519 -5.6593 1.1946  -0.85
100 O -1.6593 -4.7911 1.3822  -0.25
101 C -1.6674 -4.2277 2.7128  -0.67
102 N -0.3899 -4.3297 -0.9422  0.18
103 H 1.4705 -6.3714 -0.4649  0.50
104 H 0.7093 -6.4483 -1.9497  0.35
105 H 0.2386 -7.6644 -0.8220  0.41
106 H -1.4982 -6.0537 -0.6752  0.06
107 H 0.3378 -5.2375 1.6623  0.44
108 H -0.7428 -6.6484 1.6108  0.45
109 H -0.8602 -3.4960 2.7473  0.00
110 H -1.3377 -4.9337 3.4750  0.49
111 H -2.6153 -3.7208 2.8932  0.31
112 H -1.0002 -3.8517 -0.2947  -0.71
113 H 0.4793 -4.0005 -0.5469  0.12
114 C 3.3221 -3.7135 -1.8966  0.43
115 C 4.6702 -4.3993 -2.1232  0.08
116 C 5.9685 -3.6139 -1.8742  0.12
117 O 7.1189 -4.3278 -2.3460  -0.37
118 C 8.4113 -3.7478 -2.2288  -0.61
119 N 4.5767 -5.6625 -1.5311  -0.79
120 H 3.3513 -3.4563 -0.8377  -0.27
121 H 2.4943 -4.4124 -2.0165  -0.03
122 H 3.2399 -2.8985 -2.6157  -0.10
123 H 4.7427 -4.5836 -3.1951  0.37
124 H 6.0804 -3.2889 -0.8398  0.36
125 H 6.1041 -2.6867 -2.4310  -0.35
126 H 8.9900 -4.0083 -1.3426  0.28
127 H 8.3581 -2.6630 -2.3215  0.16
128 H 8.9840 -4.0581 -3.1028  0.27
129 H 5.3918 -6.0261 -2.0038  0.36
130 H 3.7743 -6.0951 -1.9660  0.20
131 C -1.6090 -6.2684 -4.5533  -1.66
132 C -2.9487 -5.5999 -4.2058  0.72
133 C -3.9638 -6.6800 -3.7850  -1.40
134 O -5.2509 -6.0500 -3.6623  -0.37
135 C -6.2791 -6.9539 -3.2954  -1.06
136 N -2.8110 -4.6495 -3.0441  0.34
137 H -0.8434 -5.5194 -4.3510  0.16
138 H -1.6166 -6.5986 -5.5920  0.45
139 H -1.4085 -7.1749 -3.9822  0.43
140 H -3.4416 -5.1180 -5.0502  0.11
141 H -3.7099 -7.2368 -2.8830  0.46
142 H -4.2324 -7.3653 -4.5889  0.63
143 H -6.0507 -7.7165 -2.5508  0.36
144 H -6.7519 -7.3839 -4.1784  0.37
145 H -7.0950 -6.3893 -2.8442  0.35
146 H -3.5621 -4.9114 -2.4216  0.24
147 H -2.0458 -4.9411 -2.4529  -0.71
148 C 2.8236 1.9654 5.0385  -2.03
149 C 4.3220 1.9167 4.8319  1.16
150 C 4.9269 1.8146 6.1979  -1.02
151 O 6.3152 1.8020 6.1668  -0.46
152 C 6.9294 3.1007 5.8927  -0.57
153 N 4.5857 0.7272 4.0048  -0.05
154 H 2.6261 3.0132 5.2647  0.69
155 H 2.4224 1.4310 5.8996  0.35
156 H 2.2026 1.7267 4.1750  0.27
157 H 4.7013 2.8465 4.4079  -0.11
158 H 4.6051 0.9411 6.7650  0.39
159 H 4.6861 2.7064 6.7766  0.47
160 H 6.9991 3.2008 4.8096  0.13
161 H 7.9270 3.1782 6.3250  0.32
162 H 6.4546 3.9853 6.3173  0.30
163 H 3.8144 0.1789 4.3580  -0.04
164 H 5.4028 0.2967 4.4137  0.29
165 C -0.0498 -1.4308 5.7591  -0.69
166 C 0.9000 -2.4930 5.0276  0.30
167 C 1.4993 -1.9076 3.7199  1.38
168 O 2.3987 -2.8153 3.1033  -0.51
169 C 3.2226 -2.1261 2.1800  -0.60
170 N 1.9822 -2.8473 5.9702  -0.80
171 H -0.7694 -1.1612 4.9861  0.04
172 H 0.5770 -0.5562 5.9334  -0.14
173 H -0.5311 -1.6809 6.7046  0.42
174 H 0.2984 -3.3830 4.8429  0.25
175 H 1.9951 -1.0227 4.1189  -0.79
176 H 0.6820 -1.5472 3.0951  -0.35
177 H 2.6562 -1.5276 1.4665  0.13
178 H 3.6869 -2.8207 1.4800  0.37
179 H 3.9544 -1.4707 2.6523  0.30
180 H 2.5240 -3.5518 5.4905  0.36
181 H 2.5478 -2.0174 5.8634  0.29
182 C -5.4325 1.3401 1.0105  -1.82
183 C -5.2582 1.1190 -0.4771  1.94
184 C -6.5900 1.1037 -1.3727  -0.90
185 O -6.1961 1.5421 -2.6563  -0.42
186 C -7.0657 1.1275 -3.6684  -0.75
187 N -4.3579 2.1921 -0.9203  0.19
188 H -4.5367 1.3887 1.6296  0.32
189 H -5.8456 0.4521 1.4889  0.51
190 H -6.1218 2.1490 1.2525  0.46
191 H -4.6565 0.2181 -0.5971  -0.82
192 H -7.2670 1.7784 -0.8487  0.45
193 H -7.0971 0.1611 -1.1667  0.35
194 H -7.1440 0.0874 -3.9850  0.10
195 H -6.7520 1.7108 -4.5342  0.32
196 H -8.1059 1.4352 -3.5620  0.39
197 H -3.5317 2.0156 -0.3668  -0.26
198 H -4.8179 3.0155 -0.5590  0.21
199 C 1.7146 8.4930 -1.2040  -1.58
200 C 0.7117 7.4701 -0.6836  1.14
201 C 1.4685 6.5071 0.2515  -1.13
202 O 0.6291 5.4719 0.6476  0.16
203 C 1.3413 4.3623 1.1140  -1.56
204 N -0.3267 8.1085 0.0914  -0.77
205 H 2.5621 8.6410 -0.5348  0.29
206 H 1.3482 9.4882 -1.4560  0.39
207 H 2.1175 8.0318 -2.1057  0.35
208 H 0.0734 6.9260 -1.3797  -0.03
209 H 1.8756 7.0130 1.1270  0.55
210 H 2.2653 6.0460 -0.3322  0.38
211 H 2.1168 4.0596 0.4103  0.43
212 H 0.8681 3.3861 1.2210  0.45
213 H 1.9747 4.5462 1.9818  0.52
214 H -0.9679 7.4186 0.4562  0.21
215 H -0.9598 8.6253 -0.5020  0.29
216 C 4.3087 0.7323 -3.5779  -1.13
217 C 5.5980 -0.0150 -3.5604  1.04
218 C 6.6711 0.6227 -4.4401  -1.40
219 O 6.3200 0.6051 -5.7614  -0.34
220 C 7.1853 1.2315 -6.6624  -0.80
221 N 6.0276 -0.2941 -2.2581  -0.21
222 H 4.2566 1.2500 -4.5358  0.43
223 H 4.3545 1.4225 -2.7356  0.24
224 H 3.4495 0.0845 -3.4041  -0.16
225 H 5.5498 -0.9527 -4.1140  0.14
226 H 7.5998 0.0538 -4.3947  0.64
227 H 6.7632 1.6529 -4.0963  0.38
228 H 6.8434 2.2374 -6.9060  0.30
229 H 7.0163 0.8343 -7.6633  0.27
230 H 8.2223 1.2539 -6.3274  0.32
231 H 7.0292 -0.3491 -2.3754  0.29
232 H 5.8879 0.5393 -1.7049  -0.09
233 C 1.0483 -1.0059 -3.4393  -1.35
234 C -0.3674 -1.3412 -3.8675  1.05
235 C -0.3020 -2.2242 -5.1595  -1.35
236 O -1.5750 -2.7603 -5.4729  0.08
237 C -1.6215 -3.4132 -6.7549  -0.96
238 N -1.0776 -1.8773 -2.7183  2.69
239 H 1.4588 -0.5117 -4.3198  0.54
240 H 1.4988 -1.9818 -3.2584  -0.46
241 H 1.1656 -0.3448 -2.5807  0.48
242 H -0.7406 -0.3327 -4.0459  0.08
243 H 0.4725 -2.9624 -4.9514  0.54
244 H 0.0835 -1.6215 -5.9818  0.59
245 H -0.6361 -3.8072 -7.0038  0.42
246 H -1.8914 -2.6375 -7.4714  0.23
247 H -2.3895 -4.1820 -6.6705  0.21
248 H -0.8671 -1.2246 -1.9768  -1.70
249 H -0.7362 -2.7979 -2.4817  -0.36

Values from the calculation:
Multiplicity: 7
Calculated total energy: -213923.5941 eV
Largest force on an atom: 12.84 eV/A
Orbital gap (spin up / spin down): 8.18 / 6.49 eV
Total charge: +1

=====

(2)
Density functional theory data (ωB97M-V/def2-TZVPD) for a 8-piece molecular cluster, C57H39BBrClF13O32P2 overall at a distorted geometry.

Last column: Mulliken charge in e.
Geometry (Å):
1 O -2.3150 -1.0777 -8.4345  -0.46
2 C -2.5295 0.0195 -9.0383  0.14
3 O -3.6359 0.8569 -8.8123  -0.38
4 B -3.6050 1.5533 -7.5018  1.08
5 C -3.8621 0.6047 -6.1923  -0.64
6 C -3.0324 1.0051 -4.8571  -1.17
7 C -1.7024 0.1604 -4.5994  1.26
8 F -1.5658 -0.9784 -5.4834  -0.36
9 F -1.8416 -0.4669 -3.2965  -0.41
10 C -0.3112 0.9639 -4.7587  0.51
11 F -0.4208 2.3716 -4.6700  -0.32
12 F 0.1037 0.6913 -6.1120  -0.15
13 C 0.8373 0.5471 -3.7201  0.53
14 F 0.4791 0.8173 -2.3507  -0.30
15 F 0.9437 -0.8825 -3.7891  -0.28
16 C 2.2428 1.3024 -3.8997  0.37
17 F 2.1530 2.4730 -3.0594  -0.29
18 F 2.5301 1.7849 -5.1855  -0.25
19 C 3.4824 0.4670 -3.3242  0.73
20 F 4.5734 1.4039 -3.2198  -0.32
21 F 3.2510 0.0039 -2.0096  -0.29
22 C 4.0099 -0.7323 -4.2465  0.60
23 F 3.9401 -1.9233 -3.4512  -0.25
24 F 3.2913 -0.9547 -5.4269  -0.18
25 F 5.4037 -0.5723 -4.5217  -0.25
26 P -2.0528 2.6879 -7.4276  0.18
27 O -2.3416 4.0785 -6.4096  -0.53
28 Cl -1.6604 3.6061 -9.3328  -0.33
29 P -5.1434 2.7785 -7.5842  -0.31
30 O -4.7901 4.1389 -8.5744  -0.47
31 Br -5.5588 3.6388 -5.4940  -0.35
32 C -1.4282 0.3240 -10.1824  0.52
33 C -1.7328 1.0208 -11.5240  -0.17
34 C -0.5137 1.2157 -12.4941  -0.39
35 C 0.9215 0.7204 -12.1894  -0.34
36 C 1.2124 -0.0239 -10.8472  -0.50
37 C 0.0286 -0.1806 -9.8709  -0.31
38 H -3.8226 -0.5295 -6.4193  0.00
39 H -4.9754 0.7673 -5.8979  0.35
40 H -3.7464 0.7328 -3.9848  0.38
41 H -2.9029 2.1471 -4.7385  0.30
42 H -2.6640 4.8249 -6.9638  0.31
43 H -5.0198 3.8446 -9.4884  0.28
44 H -2.7846 1.3805 -11.7908  0.32
45 H -0.6521 1.7514 -13.5050  0.27
46 H 1.8147 0.8596 -12.8923  0.29
47 H 2.2484 -0.4409 -10.5836  0.31
48 H 0.1959 -0.7234 -8.8782  0.22
49 C 3.3473 4.0278 1.6016  -0.82
50 C 3.8816 3.3992 0.5513  0.32
51 C 4.6856 2.1542 0.7179  1.00
52 O 5.1422 1.5972 -0.2638  -0.55
53 C 4.8984 1.6500 2.0790  -0.96
54 C 4.3667 2.2810 3.1280  0.34
55 C 3.5408 3.5094 2.9586  0.88
56 O 3.0568 4.0472 3.9410  -0.51
57 O 4.5573 1.8270 4.3984  -0.60
58 O 3.7128 3.8692 -0.7136  -0.60
59 H 2.7602 4.9303 1.4948  0.47
60 H 5.4979 0.7563 2.1881  0.43
61 H 4.0726 2.4525 4.9741  0.32
62 H 4.1909 3.2412 -1.2914  0.27
63 C 1.8666 7.5429 7.4851  -0.73
64 C 2.5060 6.5507 6.8625  0.26
65 C 2.4220 5.1460 7.3518  0.92
66 O 3.0051 4.2637 6.7469  -0.47
67 C 1.6339 4.8840 8.5607  -1.03
68 C 0.9975 5.8768 9.1844  0.28
69 C 1.0596 7.2776 8.6794  1.01
70 O 0.4500 8.1564 9.2657  -0.64
71 O 0.2637 5.6501 10.3102  -0.61
72 O 3.2611 6.7831 5.7529  -0.60
73 H 1.9178 8.5667 7.1394  0.45
74 H 1.5955 3.8627 8.9155  0.48
75 H -0.0950 6.5231 10.5664  0.34
76 H 3.6146 5.9093 5.4896  0.30
77 C -2.3334 -5.6327 -3.4945  -0.98
78 C -2.1776 -4.6123 -4.3442  0.29
79 C -3.1999 -4.3061 -5.3854  0.91
80 O -3.0327 -3.3595 -6.1282  -0.30
81 C -4.3764 -5.1778 -5.4704  -0.93
82 C -4.5296 -6.1988 -4.6236  0.57
83 C -3.5188 -6.4869 -3.5649  0.76
84 O -3.6976 -7.4215 -2.7899  -0.47
85 O -5.6160 -7.0156 -4.6952  -0.60
86 O -1.0825 -3.8128 -4.2919  -0.59
87 H -1.6005 -5.8643 -2.7329  0.52
88 H -5.1020 -4.9559 -6.2413  0.51
89 H -5.4979 -7.6721 -3.9814  0.19
90 H -1.2069 -3.1510 -5.0044  0.20
91 C -1.4195 -11.4414 -3.4077  -0.81
92 C -2.3580 -10.4891 -3.4366  0.50
93 C -3.5179 -10.5735 -4.3748  0.66
94 O -4.3687 -9.7021 -4.3664  -0.37
95 C -3.5828 -11.7212 -5.2862  -1.18
96 C -2.6424 -12.6672 -5.2568  0.35
97 C -1.4998 -12.5983 -4.3025  1.01
98 O -0.6691 -13.4926 -4.2927  -0.63
99 O -2.6890 -13.7366 -6.0989  -0.58
100 O -2.2888 -9.4099 -2.6101  -0.58
101 H -0.5754 -11.3958 -2.7328  0.47
102 H -4.4180 -11.7615 -5.9726  0.45
103 H -1.9019 -14.2731 -5.8800  0.34
104 H -3.0856 -8.8490 -2.8137  0.35
105 C -6.0308 -9.9249 0.6024  -0.73
106 C -5.8745 -8.9057 -0.2469  0.33
107 C -6.8982 -8.5999 -1.2894  0.99
108 O -6.7368 -7.6510 -2.0379  -0.62
109 C -8.0745 -9.4722 -1.3736  -1.09
110 C -8.2269 -10.4920 -0.5266  0.43
111 C -7.2182 -10.7806 0.5319  0.96
112 O -7.4008 -11.7107 1.3001  -0.62
113 O -9.3126 -11.3115 -0.5949  -0.58
114 O -4.7757 -8.1071 -0.1923  -0.64
115 H -5.2981 -10.1564 1.3639  0.43
116 H -8.8005 -9.2511 -2.1445  0.45
117 H -9.1896 -11.9648 0.1214  0.34
118 H -4.8959 -7.4474 -0.9044  0.29
119 C 6.7131 9.1623 8.7111  -1.11
120 C 7.9871 9.4298 8.4169  0.44
121 C 8.8037 8.5016 7.5834  0.94
122 O 9.9588 8.7879 7.3192  -0.61
123 C 8.1733 7.2634 7.1146  -0.78
124 C 6.9001 6.9940 7.4117  0.38
125 C 6.0757 7.9357 8.2222  0.92
126 O 4.9106 7.6663 8.4590  -0.42
127 O 6.3032 5.8472 6.9853  -0.59
128 O 8.5934 10.5633 8.8656  -0.57
129 H 6.1092 9.8285 9.3129  0.43
130 H 8.7817 6.5902 6.5258  0.44
131 H 5.3885 5.8876 7.3271  0.21
132 H 9.5060 10.5243 8.5180  0.35
133 C 2.2960 6.0715 16.3336  -0.98
134 C 3.2711 5.8489 15.4496  0.38
135 C 2.9894 5.7594 13.9881  0.97
136 O 3.9075 5.5739 13.2081  -0.62
137 C 1.5976 5.8960 13.5468  -0.88
138 C 0.6224 6.1151 14.4309  0.31
139 C 0.9076 6.2319 15.8891  0.84
140 O -0.0061 6.4506 16.6662  -0.62
141 O -0.6747 6.2414 14.0353  -0.55
142 O 4.5642 5.6954 15.8469  -0.57
143 H 2.4872 6.1408 17.3961  0.41
144 H 1.4042 5.8113 12.4856  0.61
145 H -1.1827 6.3947 14.8560  0.35
146 H 5.0724 5.5484 15.0251  0.35

Values from the calculation:
Multiplicity: 1
Calculated total energy: -262402.2657 eV
Largest force on an atom: 4.86 eV/A
Orbital gap: 3.06 eV
Total charge: -1